1.
Here is one molecule with the formula C22H34F2O5S from the Open Molecules 2025 dataset. Energies are from the ωB97M-V functional and the def2-TZVPD basis.

Each line ends with the Mulliken charge.
Positions of all 64 atoms, in Å:
C1 2.88404 4.96650 0.94829  -0.5551
C2 1.72069 4.48280 1.36748  -0.1637
C3 0.34035 3.77647 1.88268  -0.3068
C4 0.61207 2.16381 1.71064  -0.3282
C5 -0.76608 1.32658 1.47827  -1.2393
C6 -0.52455 -0.14165 0.80845  0.4389
O1 0.70569 -0.64275 1.29442  -0.3605
C7 0.77977 -1.56121 2.36500  -0.1987
C8 1.15020 -0.93044 3.83808  -0.0231
C9 2.58668 -0.16979 3.85386  -1.0655
O2 0.06103 -0.18485 4.43474  -0.5435
C10 -0.36880 -0.10209 -0.82700  0.0068
C11 -0.90146 1.23495 -1.53909  -1.0882
C12 0.20814 2.45231 -1.58642  0.6157
C13 0.08726 3.31962 -2.97782  -0.5806
C14 0.32025 4.91663 -2.65219  -0.7657
C15 -1.02386 -1.36466 -1.59782  0.9000
F1 -2.35979 -1.08479 -2.16079  -0.4364
C16 -0.07398 -1.51528 -2.93448  -0.7250
C17 -0.65013 -1.37773 -4.28815  -0.7913
C18 -1.17981 -2.72477 -0.75955  1.2153
C19 -2.04923 -3.88673 -1.53148  -0.7247
C20 -2.13864 -4.07574 -2.95229  -0.8797
C21 0.25542 -3.47194 -0.44055  0.4013
C22 0.06500 -4.66060 0.67404  -1.1627
F2 0.76319 -4.19137 -1.63003  -0.4115
O3 -1.84983 -2.62618 0.53424  -0.4485
S1 -2.09467 -1.07684 1.08351  1.3540
O4 -3.33397 -0.37538 0.51863  -0.6816
O5 -2.37659 -1.18118 2.59058  -0.7267
H1 4.00907 4.95459 0.67135  0.3083
H2 -0.50200 4.16389 1.20536  0.3518
H3 0.23569 4.08635 2.98840  0.4198
H4 1.00997 1.83270 2.75569  0.0248
H5 1.34722 1.92466 0.86065  0.3107
H6 -1.15252 1.09048 2.55775  0.5807
H7 -1.61237 1.93347 0.99598  0.5006
H8 -0.07089 -2.29894 2.56336  0.0221
H9 1.70850 -2.24765 2.15501  0.3872
H10 1.29939 -1.87668 4.51176  0.4235
H11 3.21062 -0.38567 2.89135  0.2021
H12 3.22465 -0.61805 4.72451  0.3488
H13 2.50919 0.96161 4.08183  0.3166
H14 0.33587 0.17461 5.31834  0.3642
H15 0.77674 -0.15184 -1.05459  0.4486
H16 -1.91136 1.63872 -1.11523  0.3158
H17 -1.12686 1.03632 -2.66852  0.3959
H18 -0.13004 3.18701 -0.75561  -0.6133
H19 1.27948 2.05941 -1.43818  0.3043
H20 -0.99751 3.25005 -3.40338  0.3000
H21 0.88547 3.01732 -3.74613  0.3080
H22 1.40936 5.22171 -2.94270  0.2242
H23 -0.46433 5.58785 -3.18965  0.2770
H24 0.22303 5.15917 -1.52843  0.1786
H25 1.06639 -1.71658 -2.85883  0.2031
H26 -1.08041 -2.27866 -4.87276  0.2061
H27 -0.63437 -0.34232 -4.81652  0.2299
H28 -2.61151 -4.66620 -0.86947  0.2861
H29 -1.26562 -4.33837 -3.66785  0.2972
H30 -3.18165 -3.98024 -3.44716  0.2088
H31 1.08880 -2.72949 -0.15854  0.2034
H32 -0.25929 -4.26758 1.70056  0.2312
H33 -0.57530 -5.51798 0.25659  0.3349
H34 1.14240 -5.08879 0.82112  0.3738

Properties
E_tot ... -1832.124998 a.u.
SMILES ... C#CCCC[C@]1(OC[C@@H](C)O)[C@H](CCCC)[C@@](F)(C=C)[C@@](C=C)([C@@H](C)F)OS1(=O)=O
Orbital gap ... 6.52 eV
Charge ... 0
Lowest unoccupied orbital energy ... -1.23 eV

2.
Here is C22H34GeN2O2PtSi as an isolated structure from the Open Molecules 2025 dataset. Energies are from the ωB97M-V functional and the def2-TZVPD basis.

Each line ends with the Mulliken charge.
Positions of all 63 atoms, in Å:
Pt1 -0.28250 -0.95671 0.64311  0.7730
C1 0.81950 0.07290 3.16929  -0.3786
C2 1.53593 -0.54130 2.12263  -0.5677
C3 1.92690 0.22018 1.01125  -0.6106
C4 1.58368 1.58726 0.94270  -0.7207
C5 0.89669 2.17670 1.97968  -0.3437
C6 0.51868 1.41989 3.09958  -0.5129
H1 0.52621 -0.51528 4.02860  0.4778
H2 1.92278 -1.54220 2.29786  0.6464
H3 2.57430 -0.20083 0.25674  0.7587
H4 1.91007 2.17604 0.09538  0.5102
H5 0.66621 3.23370 1.94463  0.5144
H6 -0.00194 1.89920 3.91895  0.5073
O1 -4.56586 2.65244 4.50160  -0.5251
C7 -4.76360 3.45525 3.36365  -0.4414
N1 -4.11162 2.72460 2.29345  -0.1142
C8 -3.49767 3.33532 1.26436  0.2492
O2 -3.49637 4.52668 1.05049  -0.5959
C9 -2.72020 2.43788 0.32140  0.2244
C10 -2.58498 2.82437 -1.00640  -0.4669
C11 -1.81895 2.05295 -1.86833  -0.8244
C12 -1.17378 0.93883 -1.37680  0.0824
N2 -1.28548 0.60840 -0.08114  0.0158
C13 -2.05520 1.31218 0.76138  -0.2545
H7 -5.04471 3.02886 5.24798  0.3205
H8 -4.28495 4.43296 3.43978  0.3720
H9 -5.82654 3.58553 3.14331  0.3299
H10 -4.17002 1.72039 2.35229  0.1438
H11 -3.08051 3.72909 -1.33598  0.5522
H12 -1.70676 2.30951 -2.91220  0.5342
H13 -0.54693 0.31071 -1.98863  -0.1414
H14 -2.09692 0.97216 1.78721  0.5899
C14 0.62283 -1.32531 -3.84876  -1.1573
Ge1 -0.12170 -2.55539 -2.52038  0.4330
C15 -2.06901 -2.49991 -2.41879  -0.8953
C16 0.55443 -4.38419 -2.70125  -1.2079
C17 0.76612 -2.05069 -0.79329  -1.1388
H15 0.19330 -1.53591 -4.82793  0.4083
H16 1.70309 -1.44761 -3.92648  0.3995
H17 0.42207 -0.27660 -3.63086  0.4120
H18 -2.45714 -2.89335 -3.35909  0.4683
H19 -2.46441 -1.49312 -2.28364  0.3481
H20 -2.43129 -3.12194 -1.60387  0.1153
H21 0.24874 -4.77330 -3.67297  0.4034
H22 0.13464 -5.02560 -1.92766  0.3903
H23 1.64156 -4.42048 -2.65082  0.4024
H24 1.72975 -1.57667 -0.97016  0.4072
H25 0.93123 -2.84635 -0.03805  0.5763
C18 -5.53483 -2.06049 2.65632  -0.9592
Si1 -4.60427 -3.28980 1.60103  -0.0008
C19 -4.08774 -4.80681 2.54317  -0.9695
C20 -5.48475 -3.67781 0.00485  -0.9702
C21 -3.02443 -2.38080 1.09313  0.5692
C22 -2.00309 -1.80799 0.76478  -0.1313
H26 -6.42266 -2.54513 3.06973  0.3599
H27 -5.87334 -1.20110 2.07552  0.2874
H28 -4.93582 -1.71196 3.49899  0.3350
H29 -4.96472 -5.42240 2.75548  0.3445
H30 -3.62278 -4.55797 3.49782  0.3205
H31 -3.39046 -5.42219 1.97292  0.3362
H32 -6.48724 -4.05052 0.22961  0.3683
H33 -4.97414 -4.45835 -0.56203  0.3229
H34 -5.59411 -2.79915 -0.63121  0.3184

Properties
E_tot ... -3603.744940 a.u.
Orbital gap (spin up / spin down) ... 6.02 / 6.02 eV
Charge ... +2
Lowest unoccupied orbital energy (spin up / spin down) ... -9.06 / -9.06 eV

3.
Here is one molecule with the formula C22H34N4O3 from the Open Molecules 2025 dataset. Energies are from the ωB97M-V functional and the def2-TZVPD basis.

Each line ends with the Mulliken charge.
Positions of all 63 atoms, in Å:
C1 6.72442 1.38035 0.58739  -1.3449
C2 5.72917 0.72756 -0.36328  -0.2565
C3 4.30920 0.75615 0.20671  -0.5359
N1 3.35666 0.23617 -0.76032  0.2160
C4 2.02628 0.80457 -0.68646  -1.3248
C5 1.19912 0.24909 0.47836  0.3896
N2 1.07909 -1.19239 0.32844  0.9499
C6 0.17400 -1.77521 1.30453  -0.3685
C7 -0.23785 -3.21023 0.94688  -0.9531
H1 0.51327 -3.92322 1.28869  0.3768
H2 -1.16824 -3.42930 1.47278  0.4948
C8 -0.44097 -3.40922 -0.56119  -0.9205
N3 -1.16451 -2.31573 -1.15888  0.1088
C9 -2.44062 -2.40798 -1.55744  0.6894
O1 -3.09399 -3.43062 -1.54047  -0.7003
C10 -3.01559 -1.08718 -2.08048  -0.9771
N4 -2.71915 0.04117 -1.22007  0.2085
C11 -1.99828 1.07601 -1.72818  0.4411
O2 -1.50264 1.05384 -2.83668  -0.6981
C12 -1.92451 2.30540 -0.83378  0.0311
C13 -3.17984 3.15886 -1.08869  -0.4598
C14 -3.10218 4.49129 -0.35535  -1.3043
H3 -2.26961 5.08257 -0.72870  0.3308
H4 -4.02079 5.05416 -0.49911  0.4037
H5 -2.95780 4.32517 0.70954  0.2795
H6 -3.26871 3.32069 -2.16411  0.4807
H7 -4.05703 2.60048 -0.75011  0.2115
O3 -1.77798 1.98572 0.53641  -0.5074
C15 -2.61358 1.00387 0.98928  0.4859
C16 -2.90374 0.96045 2.34419  -0.7025
C17 -3.71946 -0.03720 2.84702  -0.6130
C18 -4.25446 -0.98453 1.99253  -0.9118
C19 -3.95843 -0.95786 0.64022  -0.9250
C20 -3.12457 0.02698 0.12474  0.9223
H8 -4.36579 -1.72009 -0.00179  0.4684
H9 -4.89858 -1.76023 2.37569  0.4338
H10 -3.93888 -0.06775 3.90271  0.4248
H11 -2.47324 1.71433 2.98372  0.4979
H12 -1.02933 2.87708 -1.09901  0.6344
H13 -2.56604 -0.86281 -3.05303  0.5205
H14 -4.09620 -1.19781 -2.20836  0.3333
H15 -0.66589 -1.43780 -1.18179  -0.1156
H16 -1.01717 -4.31901 -0.74284  0.4885
H17 0.52676 -3.49030 -1.06175  0.3055
H18 0.60574 -1.76620 2.32157  0.5070
H19 -0.72289 -1.14880 1.33013  -0.2717
C21 2.40913 -1.77893 0.36682  -0.7979
C22 3.25144 -1.20936 -0.78326  -1.1774
H20 4.25123 -1.64409 -0.75769  0.3037
H21 2.77779 -1.48529 -1.73040  0.3897
H22 2.33349 -2.86082 0.25316  0.5990
H23 2.90230 -1.57520 1.33536  0.2226
H24 0.20496 0.69774 0.46906  -0.5117
H25 1.67911 0.51651 1.43746  0.2930
H26 2.10216 1.89033 -0.60489  0.4395
H27 1.51539 0.56527 -1.62498  0.2948
H28 4.04421 1.79514 0.41828  0.4320
H29 4.29401 0.20965 1.16295  0.1317
H30 6.03128 -0.30400 -0.55091  0.2825
H31 5.72614 1.25065 -1.32021  0.2866
H32 7.72797 1.34829 0.17034  0.3919
H33 6.45934 2.42052 0.76434  0.3327
H34 6.73486 0.86310 1.54494  0.3439

Properties
E_tot ... -1303.495472 a.u.
SMILES ... CCCN1CCN(CCCNC(=O)CN2C(=O)[C@@H](CC)Oc3ccccc32)CC1
Orbital gap ... 8.96 eV
Charge ... 0
Lowest unoccupied orbital energy ... 0.78 eV